Molecular formula: C41H32GaN4OSi
Method: DFT, ωB97M-V with the def2-TZVPD basis set

Results
* molecular weight: 694.54 g mol⁻¹
* spin multiplicity: 1
* total charge: +1
* energy relative to the best compared isomer or geometry (same formula, charge and spin): 12.2 kcal per mole
* total energy: -111297.545 eV

Structure (XYZ):
```
80
Properties=species:S:1:pos:R:3:mulliken_charge:R:1
Ga 0.41158 1.47531 0.60611 -0.2696
Si 0.25259 -1.73615 -0.10545 0.1359
O 0.52590 -0.32891 0.68637 -0.3230
N 0.28312 2.09115 2.66057 0.3333
N 1.19624 3.46397 0.72353 0.0329
N -5.93805 -2.78840 -1.27232 -0.5212
N 2.22063 1.62065 -0.63883 0.3607
C -2.72629 0.18675 0.74196 -0.2367
C -0.98385 -4.18160 0.66270 -0.5017
C -1.07999 -2.46347 2.32043 0.0626
C -5.21141 -1.93254 -1.02920 -0.1528
C 3.40862 3.06771 -2.11763 -0.7128
C 0.17006 3.42270 2.82230 0.4946
C -3.09951 1.10455 -1.43190 -0.3359
C 1.82619 -2.66872 -0.53073 0.2711
C 3.86677 0.71828 -2.09726 -1.0247
C -1.65120 -0.97849 -4.30171 -0.7159
C 2.90526 0.58040 -1.10367 -0.6643
C -1.77037 -3.31568 3.17210 -0.4946
C -0.11738 1.27577 3.63459 -0.1266
C 1.94601 5.31233 -0.51117 -0.7994
C -2.41334 1.14448 -0.21948 -0.1884
C -0.68485 -2.86878 1.04497 0.7443
C -0.36356 3.96794 3.97128 -0.8696
C -0.61929 -1.37949 -1.71899 1.3965
C 0.69535 4.22950 1.67937 0.6924
C -3.65547 -0.80797 0.49864 -0.5601
C 2.51093 -3.35278 0.48040 -0.6469
C 4.20593 -4.06300 -1.06592 -0.5870
C -4.02760 0.11267 -1.69587 -0.7869
C 3.53830 -3.40377 -2.08934 -0.7885
C 1.84656 3.94368 -0.32280 0.3542
C -0.65446 1.74871 4.81954 -0.8929
C -4.29797 -0.85535 -0.73386 0.3256
C -0.73733 -0.07782 -3.77188 -0.9382
C -1.68412 -5.03785 1.50137 -0.9120
C -2.05886 -2.07010 -3.54791 -0.7359
C 2.36171 -2.71406 -1.82233 -0.0237
C 4.09893 1.97131 -2.62794 -0.6567
C -0.78554 3.11605 4.98337 -0.5507
C -1.54348 -2.26791 -2.27289 -0.6055
C 3.68925 -4.03947 0.22258 -0.7246
C 2.49693 2.85432 -1.11000 0.5499
C 1.37931 6.14121 0.45042 -0.8293
C 0.76600 5.60865 1.57900 -0.6918
C -0.23399 -0.27969 -2.49401 0.4623
C -2.08269 -4.60227 2.75693 -0.5676
C -1.35895 2.18240 0.03966 -0.0798
H -1.67820 2.84855 0.84633 0.7359
H -0.65760 -4.55164 -0.30389 0.4525
H 3.92549 -3.44010 -3.10039 0.4875
H -0.44877 5.03929 4.08360 0.4394
H -2.06624 -2.98038 4.15870 0.4149
H -2.62590 -5.26858 3.41440 0.4035
H 5.11793 -4.60767 -1.27392 0.4020
H -4.53474 0.07396 -2.65033 0.4887
H -1.91350 -6.04513 1.17892 0.4428
H 4.39667 -0.15723 -2.44464 0.5399
H 2.45247 5.72828 -1.37010 0.4724
H 0.00439 0.21653 3.44736 0.6644
H 3.60098 4.06463 -2.48776 0.4305
H -2.88427 1.84559 -2.19218 0.3648
H -0.83322 -1.46381 2.65229 -0.3326
H 4.19543 -4.56699 1.02063 0.4236
H 2.11066 -3.35689 1.48880 0.3891
H -3.86347 -1.56205 1.24633 0.4611
H -1.22521 2.80945 -0.84570 0.5970
H -2.21759 0.20316 1.69745 0.4853
H -1.21050 3.52190 5.89149 0.4552
H 4.82297 2.10920 -3.41981 0.4539
H -1.88603 -3.12186 -1.69981 0.3278
H 1.84579 -2.22117 -2.63953 0.5284
H -0.96507 1.05424 5.58646 0.4838
H 0.37543 6.25592 2.35057 0.4573
H 0.49029 0.43376 -2.10855 0.0276
H 1.43897 7.21478 0.33210 0.4506
H -2.04858 -0.82750 -5.29718 0.3711
H -2.78060 -2.76900 -3.95119 0.4465
H -0.41912 0.77846 -4.35406 0.4519
H 2.65858 -0.38393 -0.68150 1.0821
```